# 1
# C4H8O3

One molecule with the formula C4H8O3 (the ωB97M-V functional and the def2-TZVPD basis, the Open Molecules 2025 dataset).

Each line ends with the natural charge from an NBO analysis.
Cartesian coordinates (Å):
H -0.99 1.18 0.94  0.1970
O 0.56 -1.08 -0.83  -0.6068
H 2.96 0.01 -0.29  0.1929
C 2.56 -0.28 0.68  -0.2662
H -1.20 1.51 -1.55  0.2184
C 0.32 -0.24 0.01  0.7683
H 2.54 -1.37 0.76  0.1991
H -1.74 -0.17 -1.72  0.2208
C -1.08 0.32 0.27  0.0056
O 1.24 0.26 0.84  -0.4933
O -1.83 -0.65 0.97  -0.6905
H -2.77 1.01 -0.86  0.2228
H -1.97 -1.38 0.35  0.4696
H 3.15 0.17 1.49  0.1973
C -1.74 0.70 -1.05  -0.6349

LUMO level: 0.0326 Ha
DFT total energy: -10420.14455 eV
Gap between HOMO and LUMO: 11.16 eV
Energy above the lowest of the compared OMol25 structures with the same formula, charge and spin: 0.859 eV
SMILES: COC(=O)[C@@H](C)O

***

# 2
# C13H23B3Cl20O6P

A 6-piece molecular cluster, C13H23B3Cl20O6P overall (the ωB97M-V functional and the def2-TZVPD basis, the Open Molecules 2025 dataset).

Each line ends with the natural charge from an NBO analysis.
Cartesian coordinates (Å):
Cl 12.33 0.75 -1.37  0.0631
H -0.22 2.48 1.76  0.2092
Cl -3.65 -8.44 -0.60  0.0751
H 1.53 1.95 -1.07  0.2258
H -2.22 -4.26 -0.28  0.2836
B -3.43 -0.87 -1.27  0.9363
P -3.11 -0.82 0.67  0.7917
C 11.84 2.39 -0.93  -0.2274
Cl 0.16 4.97 -2.73  0.0488
H -1.07 1.37 -0.84  0.2183
C -6.60 4.66 1.54  -0.2297
H 0.60 3.25 0.40  0.2266
O -4.37 -1.81 -1.58  -0.9307
C -0.64 0.15 0.81  -0.0508
H -2.13 -0.41 -2.77  0.5416
Cl -1.02 -7.79 0.38  0.0534
Cl 2.66 4.33 -1.46  0.0435
H 0.42 -4.28 0.42  0.2312
B -2.57 -2.70 1.16  0.8561
O -5.38 0.90 1.17  -0.8455
C 1.03 1.00 -0.88  -0.2126
H -5.36 -1.97 2.45  0.5258
H 0.39 -0.66 -2.13  0.1794
Cl 10.65 2.98 -2.10  0.0551
Cl 13.25 3.45 -0.92  0.0702
H -0.47 -0.82 0.32  0.1754
H -1.14 3.23 0.47  0.2184
O -2.77 -0.07 -2.13  -0.9161
Cl -6.64 3.40 2.78  0.0644
O -5.35 -1.01 2.52  -0.8653
C -0.48 -4.19 1.03  -0.6050
Cl 11.11 2.37 0.68  0.0455
H -5.30 -1.58 -1.59  0.5371
Cl -7.00 6.22 2.24  0.0842
C 6.15 1.34 0.55  -0.2265
C -0.27 1.31 -0.09  -0.2614
H 2.11 0.38 0.94  0.2119
C -1.62 -3.50 0.24  -0.8412
H 1.79 -0.93 -0.19  0.1925
Cl 2.19 3.52 -4.18  0.0566
H 1.61 0.35 -2.87  0.2301
C -0.25 2.64 0.68  -0.6138
H -0.20 -3.65 1.93  0.1975
C 1.90 4.80 -2.99  -0.2262
Cl -3.35 -6.55 1.56  0.0190
H -0.79 -5.20 1.31  0.2336
O -3.17 -3.16 2.28  -0.9195
O -2.05 0.25 1.20  -0.7802
H -2.65 -3.51 3.02  0.5395
C -2.71 -8.05 0.84  -0.2270
C 0.72 0.38 -2.24  -0.6088
Cl -7.74 4.26 0.26  0.0609
Cl 6.03 0.07 -0.67  0.0500
Cl 2.58 6.31 -3.55  0.0880
Cl -2.81 -9.35 2.01  0.0871
B -4.82 -0.26 1.55  0.9091
Cl 5.54 0.74 2.09  0.0504
H -1.19 -2.87 -0.55  0.2222
Cl 5.18 2.73 0.04  0.0413
H -0.04 0.95 -2.77  0.2057
Cl 7.83 1.83 0.72  0.0818
Cl -4.96 4.72 0.85  0.0225
H -4.84 1.48 0.63  0.5122
H 3.04 0.24 -0.55  0.2340
H -0.08 0.15 1.74  0.2078
C 2.04 0.13 -0.12  -0.6257

LUMO level: -0.1350 Ha
DFT total energy: -287904.05397 eV
Gap between HOMO and LUMO: 8.80 eV
Net charge: +1
Energy above the lowest of the compared OMol25 structures with the same formula, charge and spin: 0.000 eV

***

Please write out number 2 again, unchanged.
# C13H23B3Cl20O6P

A 6-piece molecular cluster, C13H23B3Cl20O6P overall (the ωB97M-V functional and the def2-TZVPD basis, the Open Molecules 2025 dataset).

Each line ends with the natural charge from an NBO analysis.
Cartesian coordinates (Å):
Cl 12.33 0.75 -1.37  0.0631
H -0.22 2.48 1.76  0.2092
Cl -3.65 -8.44 -0.60  0.0751
H 1.53 1.95 -1.07  0.2258
H -2.22 -4.26 -0.28  0.2836
B -3.43 -0.87 -1.27  0.9363
P -3.11 -0.82 0.67  0.7917
C 11.84 2.39 -0.93  -0.2274
Cl 0.16 4.97 -2.73  0.0488
H -1.07 1.37 -0.84  0.2183
C -6.60 4.66 1.54  -0.2297
H 0.60 3.25 0.40  0.2266
O -4.37 -1.81 -1.58  -0.9307
C -0.64 0.15 0.81  -0.0508
H -2.13 -0.41 -2.77  0.5416
Cl -1.02 -7.79 0.38  0.0534
Cl 2.66 4.33 -1.46  0.0435
H 0.42 -4.28 0.42  0.2312
B -2.57 -2.70 1.16  0.8561
O -5.38 0.90 1.17  -0.8455
C 1.03 1.00 -0.88  -0.2126
H -5.36 -1.97 2.45  0.5258
H 0.39 -0.66 -2.13  0.1794
Cl 10.65 2.98 -2.10  0.0551
Cl 13.25 3.45 -0.92  0.0702
H -0.47 -0.82 0.32  0.1754
H -1.14 3.23 0.47  0.2184
O -2.77 -0.07 -2.13  -0.9161
Cl -6.64 3.40 2.78  0.0644
O -5.35 -1.01 2.52  -0.8653
C -0.48 -4.19 1.03  -0.6050
Cl 11.11 2.37 0.68  0.0455
H -5.30 -1.58 -1.59  0.5371
Cl -7.00 6.22 2.24  0.0842
C 6.15 1.34 0.55  -0.2265
C -0.27 1.31 -0.09  -0.2614
H 2.11 0.38 0.94  0.2119
C -1.62 -3.50 0.24  -0.8412
H 1.79 -0.93 -0.19  0.1925
Cl 2.19 3.52 -4.18  0.0566
H 1.61 0.35 -2.87  0.2301
C -0.25 2.64 0.68  -0.6138
H -0.20 -3.65 1.93  0.1975
C 1.90 4.80 -2.99  -0.2262
Cl -3.35 -6.55 1.56  0.0190
H -0.79 -5.20 1.31  0.2336
O -3.17 -3.16 2.28  -0.9195
O -2.05 0.25 1.20  -0.7802
H -2.65 -3.51 3.02  0.5395
C -2.71 -8.05 0.84  -0.2270
C 0.72 0.38 -2.24  -0.6088
Cl -7.74 4.26 0.26  0.0609
Cl 6.03 0.07 -0.67  0.0500
Cl 2.58 6.31 -3.55  0.0880
Cl -2.81 -9.35 2.01  0.0871
B -4.82 -0.26 1.55  0.9091
Cl 5.54 0.74 2.09  0.0504
H -1.19 -2.87 -0.55  0.2222
Cl 5.18 2.73 0.04  0.0413
H -0.04 0.95 -2.77  0.2057
Cl 7.83 1.83 0.72  0.0818
Cl -4.96 4.72 0.85  0.0225
H -4.84 1.48 0.63  0.5122
H 3.04 0.24 -0.55  0.2340
H -0.08 0.15 1.74  0.2078
C 2.04 0.13 -0.12  -0.6257

LUMO level: -0.1350 Ha
DFT total energy: -287904.05397 eV
Gap between HOMO and LUMO: 8.80 eV
Net charge: +1
Energy above the lowest of the compared OMol25 structures with the same formula, charge and spin: 0.000 eV